Entry 1:
Below is C22H27BN6PdS3 as an isolated structure, with properties calculated with ωB97M-V/def2-TZVPD.

ORCA input file:
```
! RIJCOSX wB97M-V def2-TZVPD def2/J DEFGRID3
* xyz -2 1
Pd -0.478 -0.340 0.561
C -0.139 2.517 2.641
N -1.418 1.924 2.370
C -2.403 1.669 3.305
C -3.418 1.068 2.652
N -3.086 0.950 1.322
B -3.963 0.266 0.247
N -3.118 -0.835 -0.473
C -3.052 -0.999 -1.827
C -2.283 -2.081 -2.102
N -1.869 -2.582 -0.891
C -1.011 -3.717 -0.683
C -2.378 -1.818 0.141
S -2.666 -2.493 1.712
C -1.801 1.421 1.137
S -1.155 2.022 -0.383
H 0.213 2.190 3.622
H -0.188 3.613 2.604
H 0.568 2.173 1.888
H -2.269 1.893 4.349
H -4.343 0.665 3.025
H -4.924 -0.233 0.816
H -4.315 1.056 -0.623
H -3.538 -0.302 -2.487
H -1.952 -2.498 -3.038
H -0.687 -4.084 -1.658
H -1.546 -4.499 -0.140
H -0.141 -3.420 -0.098
S 2.155 -0.361 4.595
C 0.514 -0.781 4.857
C -0.173 -0.899 3.692
C 0.577 -0.645 2.482
C 1.872 -0.344 2.827
C 3.021 0.018 1.989
C 4.307 0.272 2.526
C 5.352 0.605 1.693
C 5.138 0.688 0.319
C 3.851 0.429 -0.124
N 2.832 0.114 0.664
H 0.148 -0.923 5.865
H -1.220 -1.171 3.657
H 4.470 0.205 3.592
H 6.334 0.802 2.112
H 5.929 0.943 -0.376
H 3.619 0.480 -1.190
C 1.477 1.592 -3.468
C 0.571 0.367 -3.644
C -0.867 0.811 -3.928
C 1.074 -0.517 -4.792
C 0.648 -0.415 -2.393
N 0.725 -1.035 -1.429
H 1.376 2.241 -4.342
H 2.523 1.296 -3.365
H 1.185 2.150 -2.576
H -0.866 1.445 -4.820
H -1.290 1.357 -3.082
H -1.507 -0.054 -4.098
H 1.076 0.061 -5.720
H 0.421 -1.382 -4.919
H 2.086 -0.875 -4.595
*
```

Computed properties:
Orbital gap (eV): 3.91
Strongest force on any atom (eV/Å): 1.09
Energy above the lowest of the compared OMol25 structures with the same formula, charge and spin (eV): 0.2731



Entry 2:
Below is one molecule with the formula C7H11N, with properties calculated with ωB97M-V/def2-TZVPD.

ORCA input file:
```
! RIJCOSX wB97M-V def2-TZVPD def2/J DEFGRID3
* xyz 0 1
C -1.733 0.196 -0.475
C -1.354 -1.272 0.092
C 0.127 -0.887 0.233
N 1.566 -1.261 0.091
C 1.892 0.054 -0.528
C 0.903 1.162 -0.014
C -0.664 1.197 0.022
C 0.088 0.401 1.000
H -2.741 0.504 -0.118
H -1.805 0.116 -1.587
H -1.834 -1.526 1.048
H -1.582 -2.039 -0.647
H 0.061 -0.557 -0.763
H 2.025 -1.167 1.010
H 1.714 -0.035 -1.597
H 2.989 0.294 -0.383
H 1.308 2.193 0.226
H -1.027 2.156 0.355
H 0.065 0.470 2.038
*
```

Computed properties:
Orbital gap (eV): 10.59
SMILES: C1C[C@@H]2NC[C@H]3[C@@H]1[C@H]32
Strongest force on any atom (eV/Å): 2.08
Energy above the lowest of the compared OMol25 structures with the same formula, charge and spin (eV): 4.9505



Entry 3:
Below is one molecule with the formula C5H9NOS, with properties calculated with ωB97M-V/def2-TZVPD.

ORCA input file:
```
! RIJCOSX wB97M-V def2-TZVPD def2/J DEFGRID3
* xyz 0 1
O -0.971 1.495 -0.986
C -0.948 0.698 -0.056
S -2.252 -0.708 0.111
C 0.007 0.853 1.029
C 1.301 -0.065 0.873
C 2.332 0.500 -0.048
C 1.769 -0.664 -1.051
N 1.175 -1.317 0.146
H -2.461 -0.220 -1.241
H 0.666 1.873 1.062
H -0.689 0.866 2.163
H 1.705 -0.121 1.924
H 3.386 0.259 0.355
H 2.403 1.631 -0.538
H 1.037 -0.511 -1.779
H 2.442 -1.326 -1.601
H 0.325 -1.797 0.269
*
```

Computed properties:
Orbital gap (eV): 9.27
SMILES: O=C(S)C[C@@H]1CCN1
Strongest force on any atom (eV/Å): 4.89
Energy above the lowest of the compared OMol25 structures with the same formula, charge and spin (eV): 4.2500



Entry 4:
Below is one molecule with the formula C6H13NO2, with properties calculated with ωB97M-V/def2-TZVPD.

ORCA input file:
```
! RIJCOSX wB97M-V def2-TZVPD def2/J DEFGRID3
* xyz 0 1
C 1.027 1.015 1.086
C 1.037 -0.353 0.334
C 2.475 -0.922 0.104
C 0.123 -0.297 -0.980
C -1.346 0.193 -0.831
N -1.464 1.637 -0.717
C -2.101 -0.433 0.453
O -2.180 0.119 1.567
O -2.479 -1.695 0.271
H 1.380 1.806 0.321
H 1.629 0.977 2.028
H 0.038 1.184 1.332
H 0.473 -1.020 1.085
H 2.938 -0.087 -0.267
H 2.942 -1.182 1.058
H 2.636 -1.708 -0.674
H 0.084 -1.365 -1.425
H 0.587 0.241 -1.756
H -1.853 -0.178 -1.718
H -1.008 2.068 0.087
H -2.453 1.885 -0.728
H -2.484 -1.884 -0.630
*
```

Computed properties:
Orbital gap (eV): 9.96
SMILES: CC(C)C[C@H](N)C(=O)O
Strongest force on any atom (eV/Å): 3.82
Energy above the lowest of the compared OMol25 structures with the same formula, charge and spin (eV): 1.4315